Computed, not measured: 2 unconnected molecules or ions with the total composition C5H9NO, with wB97M-V/def2-TZVPD.

Summary:
F_max: 2.18 eV Å⁻¹
Relative energy (zero: lowest compared OMol25 entry of this formula, charge and spin): 181.1 kcal/mol
Kohn-Sham gap: 0.19711 hartree

Structure (ORCA input):
```
! RIJCOSX wB97M-V def2-TZVPD def2/J DEFGRID3
* xyz 0 1
O -1.9895 -0.5259 -1.8860
C -1.1625 0.3684 -2.0466
C 0.1350 0.3240 -1.4621
C 0.4937 -0.7609 -0.5132
C 1.0050 -0.1163 0.6455
C 0.7884 -0.2292 1.9278
N 1.5113 0.3473 3.0391
H -1.4299 1.1487 -2.7747
H 0.7259 1.2258 -1.3412
H -2.8519 1.4347 -0.4299
H -0.4252 -1.2213 -0.1113
H 1.1736 -1.5579 -0.8446
H -2.7975 2.0891 -0.0858
H 0.1180 -0.9697 2.3724
H 1.1260 1.2358 3.3455
H 2.4479 0.5638 2.7116
*
```